[1]
Here is C17H26OOsSiTe4 as an isolated structure from the OMol25 dataset. Energies are from wB97M-V/def2-TZVPD.

Structure (XYZ):
```
50
Properties=species:S:1:pos:R:3:forces:R:3
Os -1.17040 -1.01958 0.52910 0.1 0.2 0.0
Te -1.50024 -1.64998 2.94020 -0.2 -0.1 0.1
Te -3.40159 -3.64612 3.13036 0.0 0.2 0.0
Te -3.12664 -4.68517 0.66387 0.1 -0.1 0.1
Te -3.02884 -2.26789 -0.56289 -0.4 -0.1 -0.2
C -1.48042 3.89131 -2.56951 0.0 0.0 0.0
Si -2.90490 3.16044 -1.60564 0.0 0.0 0.0
C -3.47768 4.34162 -0.27532 0.0 0.0 -0.1
C -4.31691 2.71687 -2.74698 0.0 0.0 0.0
C -2.30917 1.61914 -0.79226 -0.1 0.2 0.0
C -1.91161 0.61092 -0.23485 -0.1 -0.3 0.2
H -1.79265 4.78956 -3.10429 0.0 0.0 0.0
H -1.09740 3.17912 -3.30080 0.0 0.0 0.0
H -0.65980 4.16180 -1.90403 0.0 0.0 0.0
H -3.84786 5.26922 -0.71544 0.0 0.0 0.0
H -2.66133 4.59117 0.40273 0.0 0.0 0.0
H -4.28121 3.90341 0.31692 0.0 0.0 0.0
H -4.67883 3.59998 -3.27602 0.0 0.0 0.0
H -5.15149 2.29228 -2.18783 0.0 0.0 0.0
H -4.00418 1.98360 -3.49087 0.0 0.0 0.0
C 0.68195 1.23076 2.56908 -0.1 0.0 0.0
C 1.93485 1.10878 1.70061 0.0 0.0 0.1
C 1.77901 1.88994 0.39404 0.0 0.0 0.0
C 2.42296 -0.31452 1.49471 0.1 0.0 0.1
C 3.61475 -0.69104 2.10268 0.1 -0.1 0.0
C 4.17765 -1.93785 1.88148 -0.1 0.0 0.0
C 3.56179 -2.81656 1.00524 0.0 0.1 0.1
C 2.36559 -2.49749 0.37073 0.1 0.0 0.0
C 1.79471 -3.49844 -0.61309 0.0 0.0 0.0
C 0.57646 -4.22462 -0.05678 -0.1 0.0 0.1
C 1.51841 -2.91348 -1.99919 0.0 0.0 0.0
C 1.79934 -1.25757 0.67521 -0.2 0.0 -0.2
O 0.61182 -0.86582 0.08190 0.4 -0.1 0.0
H 0.52145 2.27275 2.84888 0.0 0.0 0.0
H 0.76481 0.64171 3.48412 0.0 0.0 0.0
H -0.21978 0.92052 2.03093 0.0 0.0 0.0
H 2.74159 1.59191 2.26126 0.0 0.0 0.0
H 0.94799 1.51871 -0.20272 0.0 0.0 0.0
H 2.68775 1.83250 -0.20695 0.0 0.0 0.0
H 1.58856 2.94151 0.61617 0.0 0.0 0.0
H 4.11359 0.02160 2.74656 0.0 0.0 0.0
H 5.10512 -2.21116 2.36561 0.0 0.0 0.0
H 4.01494 -3.77697 0.79484 0.0 0.0 0.0
H 2.58117 -4.24912 -0.73881 0.0 0.0 0.0
H -0.30370 -3.57625 -0.03409 0.1 -0.1 0.0
H 0.74711 -4.58246 0.96004 0.0 0.0 0.0
H 0.32509 -5.08026 -0.68460 0.0 0.0 0.0
H 0.72946 -2.16550 -1.97265 0.0 0.0 0.0
H 1.20622 -3.70767 -2.67841 0.0 0.0 0.0
H 2.41252 -2.44562 -2.41325 0.0 0.0 0.0
```
Positions in Å, forces in eV/Å.

Results
HOMO energy (alpha / beta) = -0.2734 / -0.2734 hartree
Total charge = 0

Atom charges from the Mulliken analysis, given in e for atoms 1 to 6:
1 Os 0.986
2 Te 0.063
3 Te -0.072
4 Te -0.217
5 Te 0.026
6 C -0.934



[2]
Here is the molecule C2H4N2S3 from the OMol25 dataset. Energies are from wB97M-V/def2-TZVPD.

Structure (XYZ):
```
11
Properties=species:S:1:pos:R:3:forces:R:3
C 1.48232 0.95982 0.09904 -1.1 -2.2 0.8
C -2.08889 0.01480 0.44637 2.1 0.3 1.0
H 2.36303 -2.40471 0.11502 0.9 1.2 -0.2
H 2.33067 1.68587 0.11489 -0.2 -0.9 -0.3
H -1.38830 0.53994 -1.35283 0.3 -0.2 -1.2
H -2.07097 0.26794 1.59684 0.1 0.0 -2.5
N 1.45307 -0.35902 0.22735 0.6 4.1 -1.2
N -1.20019 0.76102 -0.40758 -2.0 -0.8 2.5
S 2.95350 -1.14429 -0.07233 -1.1 -1.4 0.7
S -0.06776 1.93528 -0.01112 0.5 -1.1 0.2
S -2.84607 -1.33791 -0.07185 0.0 1.0 0.1
```
Positions in Å, forces in eV/Å.

Results
HOMO energy = -0.3236 hartree
SMILES string = S=CNS/C=N/S
Total charge = 0

Atom charges from the Mulliken analysis, given in e for atoms 1 to 6:
1 C 0.003
2 C 0.005
3 H 0.174
4 H 0.303
5 H 0.242
6 H 0.268



[3]
Here is a 3-piece molecular cluster, C4H15NO2 overall from the OMol25 dataset. Energies are from wB97M-V/def2-TZVPD.

Structure (XYZ):
```
22
Properties=species:S:1:pos:R:3:forces:R:3
C -0.80454 -0.70653 -1.92204 -0.4 -0.6 0.5
C -0.33756 0.26458 -0.86060 -0.4 0.4 0.6
N 0.16251 -0.38272 0.34993 -0.3 0.2 -0.1
C 0.34466 0.57986 1.42181 0.5 0.0 -0.2
C 1.38918 -1.09209 0.13292 0.8 -0.2 -0.4
H -0.86819 -0.25136 -2.90116 0.0 0.1 -0.2
H -1.78860 -1.10095 -1.64120 0.0 0.2 -0.2
H -0.18124 -1.59844 -1.96626 0.3 0.2 -0.2
H 0.36180 1.01595 -1.24908 0.5 -0.1 -0.2
H -1.18859 0.86619 -0.52729 -0.1 -0.1 -0.1
H 1.23000 1.22271 1.23393 -0.3 0.1 0.0
H -0.53845 1.20968 1.53304 0.0 -0.1 0.1
H 0.57327 0.03274 2.33485 -0.2 0.1 0.2
H 2.22402 -0.45713 -0.22217 -0.1 0.2 0.1
H 1.27849 -1.85507 -0.62892 -0.1 -0.2 0.0
H 1.74335 -1.57364 1.04259 -0.2 0.0 0.1
H 4.26339 1.93793 1.48853 0.4 -0.2 0.6
H 4.96832 0.92092 2.50737 0.0 0.6 0.1
O 4.47661 1.01763 1.69089 -0.4 -0.3 -0.6
H -4.87366 -0.78623 -0.74460 0.0 0.1 0.0
H -6.00312 -0.13269 -1.53418 0.0 0.0 0.0
O -5.23485 0.07305 -0.99207 0.0 -0.1 0.0
```
Positions in Å, forces in eV/Å.

Results
HOMO energy = -0.3058 hartree
SMILES string = CCN(C)C.O.O
Total charge = 0

Atom charges from the Mulliken analysis, given in e for atoms 1 to 6:
1 C -1.002
2 C -0.371
3 N -0.126
4 C -0.913
5 C -0.916
6 H 0.330



[4]
Here is the molecule C19H38O from the OMol25 dataset. Energies are from wB97M-V/def2-TZVPD.

Structure (XYZ):
```
58
Properties=species:S:1:pos:R:3:forces:R:3
C -6.02967 -1.17851 1.73532 -0.1 0.1 -0.1
C -5.54502 -0.08472 0.82718 0.1 0.2 0.0
C -6.38781 0.74615 0.22638 -0.2 0.0 0.1
C -7.87772 0.70594 0.37501 0.0 -0.5 0.3
O -8.43706 1.75973 -0.37856 -0.1 0.3 -0.2
H -9.39443 1.74322 -0.28468 0.1 0.0 0.0
H -8.15325 0.80418 1.43887 0.0 -0.1 -0.1
H -8.26452 -0.26615 0.02461 0.0 0.1 0.1
H -6.03544 1.52870 -0.42774 0.2 0.1 -0.1
C -4.06225 0.00262 0.60256 -0.1 -0.1 -0.3
H -3.82245 0.96267 0.14589 0.0 0.1 0.0
H -3.54299 -0.05745 1.56287 0.1 0.0 0.0
C -3.57800 -1.14002 -0.29823 0.3 0.2 0.3
H -4.06996 -1.05905 -1.26990 -0.1 -0.1 -0.1
H -3.88835 -2.08675 0.14895 -0.1 -0.1 0.0
C -2.05576 -1.16652 -0.49496 -0.2 -0.1 -0.2
C -1.63779 -2.52788 -1.04934 0.1 0.2 0.2
H -1.97999 -3.32712 -0.39505 0.0 -0.1 0.0
H -2.07068 -2.68379 -2.03539 0.0 0.0 -0.2
H -0.55701 -2.60291 -1.13094 0.1 -0.1 -0.1
C -1.61206 -0.03051 -1.42408 0.2 -0.1 0.1
C -0.09955 0.14419 -1.57936 -0.2 0.2 0.2
H 0.06540 0.91014 -2.33991 0.1 0.0 -0.1
C 0.59437 0.56011 -0.28369 0.2 -0.2 -0.4
H 0.46833 -0.23541 0.45310 0.0 0.0 0.1
H 0.11354 1.45731 0.11344 -0.1 0.1 0.1
C 2.09718 0.82682 -0.45447 -0.2 0.1 0.3
C 2.34158 2.14618 -1.18261 0.0 -0.3 0.0
H 1.79556 2.17658 -2.12179 0.0 0.1 -0.1
H 3.39623 2.27571 -1.40989 0.1 0.1 -0.1
H 2.01410 2.98257 -0.56813 0.0 0.1 0.1
C 2.76505 0.82357 0.92778 0.2 0.0 -0.2
C 4.27949 1.04311 0.94048 -0.2 -0.3 0.0
C 5.05277 -0.05831 0.21871 0.2 0.5 0.1
H 4.73066 -0.09214 -0.82376 0.0 -0.1 -0.1
H 4.81291 -1.02389 0.67084 0.0 -0.1 0.0
C 6.57255 0.14267 0.24043 0.0 -0.3 0.0
C 7.23932 -0.84938 -0.71190 -0.1 0.3 0.1
H 8.31789 -0.70849 -0.71945 0.1 0.0 0.0
H 7.02974 -1.87064 -0.40003 0.0 -0.2 0.0
H 6.87062 -0.71873 -1.72703 0.0 0.0 -0.1
C 7.15156 -0.02288 1.64361 -0.1 0.2 -0.2
H 6.91127 -1.00833 2.03768 0.0 -0.1 0.1
H 8.23427 0.08114 1.61929 0.1 0.0 0.1
H 6.75735 0.72698 2.32414 0.0 0.0 0.1
H 6.79159 1.15852 -0.10898 0.0 0.0 0.0
H 4.52113 2.00884 0.49386 0.1 0.1 0.0
H 4.59590 1.08056 1.98480 0.1 0.1 0.0
H 2.55495 -0.13434 1.41124 -0.1 0.0 0.1
H 2.29880 1.60500 1.53415 -0.1 0.0 0.1
H 2.51706 0.01119 -1.05218 0.0 0.0 0.0
H 0.34981 -0.77880 -1.94941 0.1 0.0 -0.1
H -2.04370 -0.20981 -2.41241 -0.1 0.0 0.0
H -2.02200 0.91059 -1.05312 -0.1 0.1 -0.1
H -1.58688 -1.03179 0.48499 0.0 0.0 0.0
H -6.66980 -0.76979 2.51676 -0.1 0.0 0.1
H -5.19699 -1.69434 2.20547 0.0 -0.1 0.1
H -6.61982 -1.90654 1.17855 0.0 -0.1 0.0
```
Positions in Å, forces in eV/Å.

Results
HOMO energy = -0.3228 hartree
SMILES string = C/C(=C\CO)CC[C@@H](C)CCC[C@@H](C)CCCC(C)C
Total charge = 0

Atom charges from the Mulliken analysis, given in e for atoms 1 to 6:
1 C -1.784
2 C 0.656
3 C -0.416
4 C -0.465
5 O -0.522
6 H 0.307



[5]
Here is a 2-piece molecular cluster, H3O4PSi overall from the OMol25 dataset. Energies are from wB97M-V/def2-TZVPD.

Structure (XYZ):
```
9
Properties=species:S:1:pos:R:3:forces:R:3
O -0.73655 1.73129 1.20627 -0.8 -1.2 -1.4
O -2.06549 -1.06567 0.48785 0.7 0.4 0.4
O -1.65937 0.18878 -1.62796 0.1 1.2 -1.1
O 1.79895 -0.87998 1.13500 0.0 -0.3 0.5
Si 1.07755 -0.43098 -0.15836 1.3 0.8 -2.3
P -1.16947 -0.13314 -0.27589 -0.8 -0.1 1.7
H -0.09215 1.07908 1.48834 0.3 0.1 0.6
H 1.01488 -1.45322 -1.42196 0.3 0.7 0.9
H 1.83165 0.96383 -0.83328 -1.1 -1.6 0.6
```
Positions in Å, forces in eV/Å.

Results
HOMO energy = -0.0173 hartree
Total charge = -2

Atom charges from the Mulliken analysis, given in e for atoms 1 to 6:
1 O -0.947
2 O -0.652
3 O -0.634
4 O -0.675
5 Si 0.133
6 P 0.750



[6]
Here is C9H27ClIOsP2S as an isolated structure from the OMol25 dataset. Energies are from wB97M-V/def2-TZVPD.

Structure (XYZ):
```
42
Properties=species:S:1:pos:R:3:forces:R:3
C -0.75534 0.17312 -3.81481 0.3 -0.1 -0.5
I -2.09684 -0.13365 -2.12526 -0.7 0.0 -0.8
H 0.27512 0.18292 -3.43507 -0.5 0.0 -0.1
H -1.06321 1.11866 -4.27185 0.0 -0.2 0.2
H -0.95667 -0.67058 -4.48401 0.0 0.2 0.3
Os -0.28801 -0.03335 -0.28397 0.7 -0.3 0.2
P -0.04290 2.21369 -0.42188 1.8 4.5 -0.8
C -1.57690 3.17023 -0.15536 -0.2 -0.5 0.2
C 1.16847 2.86329 0.79141 -0.2 -0.1 -0.1
H 1.30232 3.93782 0.61478 0.0 -0.2 0.1
H 0.65370 3.97618 -1.92730 -0.1 -0.2 0.0
H 2.12406 2.34832 0.64212 -0.1 0.1 0.0
H 1.66366 2.51438 -2.10954 -0.1 0.1 0.0
H -1.97081 2.94553 0.84409 -0.1 0.2 -0.2
H 0.81623 2.69142 1.81600 0.1 0.2 -0.2
C 0.64077 2.88262 -1.98840 -0.1 -0.4 0.2
H -1.36380 4.24622 -0.23093 0.1 -0.3 0.0
H 0.03883 2.56976 -2.84501 0.1 0.2 0.1
H -2.31822 2.89280 -0.91511 0.1 0.1 0.2
P -0.00244 -2.28852 -0.07824 2.0 -4.4 0.0
C -1.47767 -3.24993 0.39209 -0.4 0.5 0.1
C 0.67590 -3.15368 -1.53786 -0.1 0.4 0.0
H 2.18666 -2.21730 0.96891 -0.1 -0.1 0.1
H 1.41685 -3.81970 1.14605 0.0 0.2 0.0
H 0.90756 -2.45966 2.19701 0.1 -0.2 -0.2
C 1.25156 -2.73814 1.19389 -0.2 0.2 -0.2
H 1.68358 -2.77472 -1.73919 -0.2 -0.1 0.0
H 0.72874 -4.22952 -1.32956 -0.1 0.2 0.0
H -1.21569 -4.31638 0.47639 0.1 0.4 0.0
H -2.25400 -3.13437 -0.37352 0.1 -0.1 0.2
H 0.04004 -2.98015 -2.41032 0.1 -0.1 0.0
H -1.86001 -2.89480 1.35940 0.0 -0.2 -0.3
Cl 2.00217 -0.06924 -1.00813 -1.1 0.0 0.5
C 0.27641 0.45867 4.02590 0.8 -0.2 -0.2
S 0.21837 0.06956 2.11402 -1.0 0.6 1.8
C -1.60366 0.05480 2.10458 -0.3 0.0 0.0
H 1.33632 0.57277 4.28776 -0.3 0.0 -0.2
H -0.17389 -0.40487 4.53847 0.1 0.2 -0.4
H -0.29253 1.38264 4.19292 0.1 -0.2 -0.3
H -1.94858 -0.81077 2.68731 0.0 0.2 -0.2
H -1.95321 0.99732 2.54537 0.0 -0.3 -0.2
H -1.98074 -0.02811 1.04776 -0.3 0.0 0.8
```
Positions in Å, forces in eV/Å.

Results
HOMO energy (alpha / beta) = -0.7084 / -0.7246 hartree
Multiplicity = 5
<S²> = 6.02
Total charge = +3

Atom charges from the Mulliken analysis, given in e for atoms 1 to 6:
1 C -0.803
2 I 0.194
3 H 0.319
4 H 0.412
5 H 0.379
6 Os 0.669



[7]
Here is an isolated ion of composition C8H15O2 and charge -1 from the OMol25 dataset. Energies are from wB97M-V/def2-TZVPD.

Structure (XYZ):
```
25
Properties=species:S:1:pos:R:3:forces:R:3
C 2.38680 -1.57087 0.40266 0.1 0.5 -0.2
C 2.64637 -0.16667 -0.17662 -0.1 -0.2 -0.4
C 1.38876 0.49775 -0.68918 -0.4 0.3 0.4
C 0.34960 0.75578 0.39389 -0.1 -0.2 -0.5
C -0.87709 1.43882 -0.21389 0.3 0.7 0.8
C -2.17126 1.06733 0.49450 -0.2 0.3 -0.8
C -2.77024 -0.27685 0.05305 0.2 -0.1 0.4
C -1.71381 -1.30079 -0.40635 0.5 -0.7 -0.2
O -1.16893 -1.12998 -1.53458 -0.5 0.0 0.5
O -1.46509 -2.21784 0.42345 0.0 0.3 -0.3
H 2.94290 -2.30751 -0.16517 0.1 -0.3 0.0
H 2.69840 -1.60680 1.43845 0.0 -0.2 0.3
H 1.33656 -1.83586 0.33400 -0.2 -0.1 0.1
H 3.12145 0.49238 0.54795 0.1 0.0 0.2
H 3.33687 -0.27056 -1.01033 0.3 0.1 -0.1
H 0.88360 -0.10306 -1.43871 0.1 -0.3 -0.2
H 1.59490 1.46380 -1.15201 0.3 0.2 -0.2
H 0.76478 1.36870 1.19510 0.1 0.2 0.1
H 0.04582 -0.18108 0.84694 0.0 -0.3 0.1
H -0.72518 2.51633 -0.09954 0.0 0.2 -0.1
H -0.91779 1.25241 -1.27677 -0.2 -0.3 -0.2
H -2.01027 1.11256 1.56711 0.1 -0.2 0.3
H -2.89488 1.85462 0.28067 -0.2 0.1 0.1
H -3.26492 -0.72114 0.90738 -0.3 -0.1 0.1
H -3.51733 -0.13145 -0.72201 0.0 0.1 -0.3
```
Positions in Å, forces in eV/Å.

Results
HOMO energy = -0.1497 hartree
SMILES string = CCCCCCCC(=O)[O-]
Total charge = -1

Atom charges from the Mulliken analysis, given in e for atoms 1 to 6:
1 C -1.032
2 C -0.591
3 C -0.665
4 C -0.594
5 C -0.913
6 C -0.807



In the order shown, the computed M values come out to 975.1, 152.3, 109.2, 282.5, 126.1, 581.9, 143.2 g/mol.
In the order shown, the computed relative energy (zero: lowest compared OMol25 entry of this formula, charge and spin) values come out to 3.4, 44.1, 32.1, 3.4, 43.5, 0.0, 8.6 kcal/mol.
In the order shown, the computed total energy values come out to -2190.847709, -1382.601815, -366.600064, -821.981339, -933.633733, -2287.400196, -464.362578 a.u..